No. 1
{"formula": "C8H10N3", "method": "ωB97M-V/def2-TZVPD", "species": ["C", "N", "N", "N", "C", "C", "C", "C", "C", "C", "C", "H", "H", "H", "H", "H", "H", "H", "H", "H", "H"], "positions_angstrom": [[1.8730, 1.3359, -0.2923], [0.3841, 1.1998, -0.2828], [-0.0398, 1.4107, -1.6152], [-0.3354, 2.2061, 0.4290], [-1.2167, 1.6079, 1.1185], [-1.2171, 0.1742, 0.9646], [-1.8504, -0.9385, 1.4224], [-1.5720, -2.2601, 0.9901], [-0.5644, -2.4527, 0.0126], [0.2768, -1.3983, -0.3637], [-0.1082, -0.0971, 0.1236], [2.3065, 2.3065, -0.5898], [2.2974, 1.1282, 0.6875], [2.1833, 0.4954, -1.0145], [-0.5172, 0.6654, -2.0073], [0.6173, 2.0181, -2.1639], [-2.0506, 2.1049, 1.6934], [-2.6734, -0.8807, 2.1375], [-2.1247, -3.1442, 1.3590], [-0.3015, -3.5172, -0.0685], [1.1212, -1.5422, -1.1325]], "forces_ev_per_a": [[1.47, -1.61, -0.22], [1.07, 0.31, -2.16], [1.52, 2.80, -0.86], [0.10, 1.21, 1.50], [-2.26, 0.42, 1.06], [3.05, -1.66, -1.54], [-2.42, -2.02, 1.30], [0.64, 1.27, -0.99], [0.28, -0.62, 2.37], [0.01, 1.84, -0.94], [-0.73, -2.42, 0.01], [-1.06, -0.26, -0.21], [-0.33, -0.16, 0.15], [-0.19, 1.52, 1.15], [-0.65, -1.55, -0.97], [-1.19, -1.20, 0.74], [1.44, -0.03, -0.70], [0.22, 0.35, -0.09], [0.32, 0.90, -0.12], [0.07, 0.65, -1.00], [-1.37, 0.25, 1.52]], "smiles": "C[N@+]1(N)N=Cc2ccccc21", "charge": 1, "e_above_lowest_kj_mol": 201.71, "lumo_ha": -0.1561}

***

No. 2
{"formula": "C3H12NO2", "method": "ωB97M-V/def2-TZVPD", "species": ["C", "C", "C", "N", "H", "H", "H", "H", "H", "H", "H", "H", "H", "H", "O", "H", "H", "O"], "positions_angstrom": [[-1.8379, 1.9289, -1.3469], [-1.7678, 0.4618, -0.9675], [-1.1167, 0.0959, 1.3164], [-0.7043, 0.3309, 0.1243], [-2.2369, 2.0028, -2.3488], [-0.8083, 2.2824, -1.3756], [-2.5587, 2.3332, -0.6149], [-1.3430, -0.1734, -1.7700], [-2.7924, 0.1347, -0.6126], [-0.3304, 0.3055, 2.0456], [-2.1567, -0.0524, 1.4685], [0.2256, 0.6487, -0.1066], [2.7017, -0.3220, 1.2295], [1.8422, -1.3474, 0.8570], [1.7431, -0.4851, 1.2964], [4.3805, -2.4957, -0.1186], [3.2315, -3.2826, 0.5998], [3.5286, -2.3662, 0.3237]], "forces_ev_per_a": [[-0.36, -0.99, 0.28], [0.86, -0.93, -0.34], [2.89, 1.67, -0.81], [-3.96, -0.11, 0.11], [-0.23, 0.18, -0.16], [-0.30, 0.81, 0.26], [0.88, 0.81, -0.45], [-0.77, 0.26, 0.22], [1.59, -0.19, -0.23], [-0.58, -0.81, 0.48], [-0.59, -0.46, 0.37], [0.60, -0.32, 0.39], [-0.28, 0.70, 0.52], [-0.66, -0.09, 0.09], [0.89, -0.37, -0.69], [-0.27, -0.01, 0.12], [0.74, 1.53, -0.50], [-0.42, -1.68, 0.36]], "charge": 1, "e_above_lowest_kj_mol": 149.88, "lumo_ha": -0.1680}

***

No. 3
{"formula": "C4H7NO2", "method": "ωB97M-V/def2-TZVPD", "species": ["C", "C", "O", "C", "N", "C", "O", "H", "H", "H", "H", "H", "H", "H"], "positions_angstrom": [[-1.3279, -0.9510, 0.1023], [-0.3629, -0.0754, -0.7069], [0.9322, -0.6145, -0.9843], [-0.0265, 1.2089, 0.0563], [1.0468, 0.9142, 1.0039], [1.7861, -0.0631, 1.0323], [2.6273, -0.8669, 1.1824], [-0.9772, -1.1346, 1.1232], [-1.5671, -1.9093, -0.3674], [-2.2761, -0.3979, 0.1894], [-0.8279, 0.1351, -1.6769], [1.5221, 0.1603, -0.8592], [-0.8802, 1.6453, 0.5779], [0.3313, 1.9488, -0.6729]], "forces_ev_per_a": [[0.13, -0.04, -0.01], [-0.21, 0.21, 0.02], [-0.25, -0.22, -0.47], [-0.08, 0.13, -0.07], [0.19, -0.31, 0.45], [0.41, 0.45, 0.74], [-0.69, 0.57, 0.20], [0.11, -0.02, -0.18], [0.26, 0.14, -0.04], [0.29, -0.10, -0.09], [-0.08, 0.28, 0.19], [-0.22, -1.01, -1.04], [0.11, -0.12, 0.02], [0.03, 0.05, 0.27]], "smiles": "C[C@H](O)CN=C=O", "e_above_lowest_kj_mol": 149.75, "lumo_ha": 0.0274}

***

No. 4
{"formula": "C14H36N16O6", "method": "ωB97M-V/def2-TZVPD", "species": ["N", "C", "N", "O", "H", "H", "H", "H", "N", "C", "N", "O", "H", "H", "H", "H", "N", "C", "N", "O", "H", "H", "H", "H", "N", "C", "N", "O", "H", "H", "H", "H", "N", "C", "N", "O", "H", "H", "H", "H", "N", "C", "N", "O", "H", "H", "H", "H", "C", "C", "N", "H", "H", "H", "C", "C", "N", "H", "H", "H", "C", "C", "N", "H", "H", "H", "C", "C", "N", "H", "H", "H"], "positions_angstrom": [[-0.0487, -2.6988, 1.9127], [0.0992, -3.8187, 1.1339], [-0.1324, -3.4880, -0.1647], [0.4505, -4.9104, 1.5397], [-0.0325, -2.8265, 2.9079], [-0.2129, -1.8196, 1.4580], [-0.0905, -4.2300, -0.8433], [-0.5500, -2.6234, -0.4715], [3.3471, -1.8795, 2.3354], [4.4729, -1.2383, 2.7442], [4.9270, -0.3377, 1.8284], [4.9150, -1.3353, 3.8818], [3.1948, -1.9887, 1.3455], [3.1220, -2.6545, 2.9408], [4.5764, -0.4358, 0.8907], [5.5949, 0.3639, 2.0795], [0.5940, 4.6973, -1.9018], [-0.6684, 5.0179, -2.3210], [-1.5730, 4.9760, -1.2813], [-0.9847, 5.3350, -3.4531], [0.8088, 4.4634, -0.9432], [1.3491, 5.0169, -2.4838], [-1.2584, 4.4832, -0.4623], [-2.5292, 4.8174, -1.5550], [1.1421, 4.4277, 2.9440], [1.6444, 4.1589, 1.7254], [2.9269, 4.5881, 1.5622], [0.9889, 3.6828, 0.7898], [0.2032, 4.1983, 3.2266], [1.5429, 5.1249, 3.5475], [3.4907, 4.3366, 0.7716], [3.3834, 5.1020, 2.2934], [1.3927, 0.5861, 0.0984], [0.1309, 0.4150, -0.3576], [-0.6605, 1.4969, -0.1446], [-0.2871, -0.6368, -0.8786], [1.6794, 1.5386, 0.2567], [2.0726, -0.1318, -0.1061], [-1.6648, 1.4393, -0.2074], [-0.2674, 2.3318, 0.2648], [-4.9268, -2.1323, 0.6034], [-4.1856, -2.5167, -0.4605], [-3.0602, -1.7771, -0.6954], [-4.5988, -3.3651, -1.2470], [-5.7305, -2.6678, 0.8710], [-4.6011, -1.3839, 1.1899], [-2.4418, -1.4412, 0.0228], [-2.5972, -2.0564, -1.5429], [0.9576, 0.2815, 3.5674], [0.0188, 0.9957, 4.4356], [-0.7133, 1.5509, 5.1239], [1.6220, 0.9772, 3.0650], [0.3428, -0.2310, 2.8293], [1.4793, -0.4859, 4.1346], [2.8004, -3.4639, -2.4852], [3.1128, -2.3101, -1.6453], [3.3483, -1.3934, -0.9975], [3.3380, -4.3434, -2.1486], [2.8982, -3.1467, -3.5207], [1.7310, -3.6086, -2.3119], [-1.0082, -2.4073, -3.9297], [-0.0270, -3.2086, -4.6472], [0.7547, -3.8140, -5.2307], [-0.4651, -1.9174, -3.1141], [-1.8584, -2.9380, -3.5116], [-1.2994, -1.6363, -4.6442], [-5.6851, 0.2653, -2.0123], [-4.6458, 0.9539, -1.2705], [-3.7667, 1.4802, -0.7560], [-6.2820, -0.4480, -1.4409], [-5.1224, -0.2799, -2.7704], [-6.4782, 0.9243, -2.3641]], "forces_ev_per_a": [[0.00, -0.47, 0.53], [0.11, 0.70, -0.05], [0.10, -1.00, -1.31], [-0.19, 0.17, -0.06], [0.02, 0.29, -0.01], [0.00, 0.14, 0.27], [-0.08, -0.10, 0.20], [0.28, 0.13, 0.27], [-0.36, -0.81, 0.10], [0.27, 1.14, 1.16], [-0.07, -0.17, -0.48], [-0.03, -0.07, -0.44], [-0.19, -0.19, 0.02], [-0.15, -0.15, -0.32], [0.24, 0.41, -0.16], [0.19, -0.19, 0.00], [0.56, 0.19, -0.60], [-0.27, 0.09, 0.25], [-0.21, -0.11, 0.08], [0.35, -0.07, 0.15], [-0.12, 0.09, -0.12], [-0.07, -0.14, -0.08], [-0.25, -0.03, 0.10], [0.03, 0.00, 0.03], [-0.63, 0.11, 1.08], [0.07, 1.09, -0.77], [0.21, -0.01, 0.17], [0.35, -0.60, 0.61], [-0.09, -0.25, -0.59], [0.41, -0.17, -0.10], [-0.34, -0.02, -0.21], [0.10, -0.18, 0.07], [0.22, -0.23, -0.04], [-0.85, 0.23, -0.04], [-0.20, -0.03, 0.05], [0.17, 0.15, 0.49], [0.22, -0.08, 0.09], [0.04, 0.24, -0.21], [-0.05, -0.16, -0.42], [0.01, -0.16, 0.07], [0.20, 0.48, 0.76], [-0.87, -0.49, -0.88], [0.26, -0.17, -0.39], [0.45, 0.26, 0.18], [0.06, -0.10, -0.04], [-0.16, -0.08, 0.13], [-0.18, 0.16, 0.08], [0.16, 0.05, 0.09], [-0.84, -0.15, 0.15], [0.29, 0.08, 0.11], [-0.04, 0.08, -0.08], [0.16, -0.13, 0.05], [0.24, 0.07, -0.21], [0.28, 0.20, -0.02], [-0.90, 0.93, 0.53], [0.31, -0.15, -0.01], [0.14, -0.08, 0.17], [0.20, -0.01, -0.36], [0.35, -0.51, -0.11], [0.07, -0.33, -0.12], [0.77, 0.69, 0.00], [-0.26, -0.60, 0.01], [0.07, 0.05, 0.08], [-0.21, 0.16, 0.04], [0.00, -0.30, -0.35], [-0.41, 0.07, 0.28], [-0.36, -0.41, 0.11], [-0.23, 0.19, 0.36], [-0.02, 0.07, 0.15], [0.68, -0.18, 0.43], [-0.59, 0.03, -0.41], [0.57, 0.35, -0.55]], "smiles": "NC(N)=O.NC(N)=O.NC(N)=O.NC(N)=O.NC(N)=O.NC(N)=O.CC#N.CC#N.CC#N.CC#N", "lumo_ha": -0.0059}

***

No. 5
{"formula": "S2", "method": "ωB97M-V/def2-TZVPD", "species": ["S", "S"], "positions_angstrom": [[1.3155, -0.4074, 0.3244], [-1.3155, 0.4074, -0.3244]], "forces_ev_per_a": [[-4.62, 1.43, -1.14], [4.62, -1.43, 1.14]], "e_above_lowest_kj_mol": 447.09, "lumo_ha": -0.1691}

***

No. 6
{"formula": "C23H42Ba2N5O", "method": "ωB97M-V/def2-TZVPD", "species": ["Ba", "Ba", "C", "C", "C", "O", "H", "H", "H", "H", "H", "H", "H", "C", "C", "C", "C", "N", "H", "H", "H", "H", "H", "H", "H", "C", "C", "C", "C", "N", "H", "H", "H", "H", "H", "H", "H", "C", "C", "C", "C", "N", "H", "H", "H", "H", "H", "H", "H", "C", "C", "C", "C", "N", "H", "H", "H", "H", "H", "H", "H", "C", "C", "C", "C", "N", "H", "H", "H", "H", "H", "H", "H"], "positions_angstrom": [[-8.0296, -0.8266, -0.7312], [-6.7938, 5.1426, -4.1749], [-1.8563, 2.3473, 0.6295], [-2.6737, 3.5253, 0.1393], [-1.9506, 4.2616, -1.0040], [-3.9926, 3.2663, -0.0761], [-0.8579, 2.5139, 1.0341], [-1.7555, 1.7036, -0.2444], [-2.3679, 1.8039, 1.4239], [-2.8014, 4.1560, 1.0191], [-2.4451, 5.0194, -1.6117], [-1.5771, 3.5025, -1.6912], [-1.0169, 4.6799, -0.6282], [4.8033, -0.4957, -1.4409], [5.1390, 0.5284, -2.4956], [6.6205, 0.9747, -2.6715], [6.9586, 1.9594, -1.6768], [7.2264, 2.7805, -0.9106], [3.7498, -0.7715, -1.4876], [4.9269, -0.0568, -0.4508], [5.5242, -1.3130, -1.4245], [4.3976, 1.3247, -2.4311], [4.8270, 0.0585, -3.4284], [6.8492, 1.3942, -3.6512], [7.3179, 0.1411, -2.5884], [0.2194, -4.3139, 4.6175], [1.6270, -4.8768, 4.7610], [1.7177, -6.1612, 5.6016], [3.1029, -6.7582, 5.4147], [4.1863, -7.2303, 5.2865], [0.3324, -3.3960, 4.0406], [-0.2249, -4.2260, 5.6089], [-0.5211, -4.9457, 4.1270], [2.2450, -4.1511, 5.2898], [2.0326, -4.9220, 3.7503], [0.8853, -6.7880, 5.2818], [1.5524, -5.8893, 6.6441], [0.5237, -6.8657, -3.1788], [-0.3247, -5.9941, -4.2376], [-1.7759, -6.1750, -3.8200], [-2.1810, -5.1482, -2.8762], [-2.5412, -4.2998, -2.1825], [1.5777, -6.6539, -3.3586], [0.3176, -7.9360, -3.1857], [0.3185, -6.5657, -2.1512], [-0.1169, -6.4357, -5.2122], [0.0731, -4.9863, -4.3564], [-2.0859, -7.1742, -3.5139], [-2.3926, -5.9737, -4.6959], [2.3237, 8.2622, -6.3181], [2.6254, 6.7570, -6.3302], [1.8065, 5.7714, -7.0360], [0.3496, 5.9867, -6.8909], [-0.8074, 6.1540, -6.7545], [2.5846, 8.7287, -7.2680], [2.9914, 8.7183, -5.5872], [1.3062, 8.4897, -6.0003], [2.7971, 6.4491, -5.2988], [3.6465, 6.6740, -6.7025], [2.0788, 4.7554, -6.7499], [1.9238, 5.8689, -8.1152], [-4.8180, 0.1630, 8.9655], [-4.5288, 1.1713, 7.8684], [-5.7025, 1.1771, 6.8279], [-6.0590, 0.0089, 6.1271], [-6.3848, -0.9453, 5.5093], [-5.7493, 0.2951, 9.5163], [-4.0960, 0.0768, 9.7775], [-4.9777, -0.8305, 8.5466], [-3.6661, 0.9467, 7.2412], [-4.5024, 2.1652, 8.3151], [-5.3001, 1.7959, 6.0259], [-6.6109, 1.6070, 7.2498]], "forces_ev_per_a": [[0.33, -0.16, 0.33], [0.45, 0.17, 0.10], [0.00, -0.98, 0.02], [-0.54, 0.09, -0.89], [0.97, -0.34, 0.15], [-0.20, -0.20, -0.44], [-0.01, 0.64, -0.31], [0.13, -0.39, 0.08], [-0.29, 0.01, -0.16], [0.19, 1.07, 0.72], [-0.47, -0.01, 0.52], [-0.24, -0.25, -0.23], [-0.09, 0.31, 0.15], [0.82, 0.65, 1.34], [-0.48, -0.62, -1.58], [-0.77, -0.41, 0.15], [0.68, 1.24, 1.02], [-0.31, -0.63, -0.48], [0.22, -0.44, -0.27], [-0.02, 0.17, 0.21], [-0.45, -0.41, -0.36], [0.57, 0.63, 0.24], [0.33, -0.07, -0.40], [-0.41, 0.12, -0.07], [-0.18, -0.24, 0.21], [-0.01, -0.39, 0.52], [-0.01, 0.42, 0.02], [0.96, 0.28, -1.06], [2.37, -1.73, 0.01], [-4.18, 1.94, 0.41], [-0.53, 0.25, 0.42], [0.03, 0.85, 0.09], [0.42, -0.35, -0.51], [-0.01, 0.28, -0.16], [0.31, -0.66, 0.12], [0.48, -0.67, 0.09], [0.18, -0.23, 0.05], [-0.02, 1.59, -0.69], [1.67, -2.71, 1.35], [-0.61, 1.12, -1.40], [-0.49, 0.41, 0.83], [0.13, -0.36, -0.33], [0.06, -0.41, 0.09], [-0.02, 0.08, -0.59], [-0.11, 0.34, 0.01], [-0.43, -0.22, -0.05], [-0.51, 0.17, 0.64], [0.51, 0.03, 0.30], [-0.29, 0.02, -0.15], [0.09, -0.36, -0.02], [2.28, 1.45, 1.64], [-1.78, -0.33, -1.44], [-3.01, 0.09, 0.94], [3.12, -0.48, -0.37], [-0.43, 0.01, -0.10], [-0.03, -0.01, 0.04], [-0.07, 0.05, -0.26], [-0.51, -0.12, 0.24], [0.06, -0.15, -0.35], [-0.20, -0.01, -0.07], [0.36, -0.17, -0.19], [-0.17, -1.03, 0.43], [-1.52, -0.75, -0.10], [1.02, 2.01, 0.69], [-1.31, -4.99, -2.25], [1.02, 3.07, 1.73], [-0.26, 0.76, -0.27], [0.43, 0.15, -0.39], [0.42, -0.18, -0.13], [0.42, 0.06, 0.68], [0.34, 0.09, -0.41], [-0.45, 0.68, -0.05], [0.04, 0.18, -0.04]], "charge": 3, "lumo_ha": -0.3962}